Computed, not measured: a structure of composition C39H59MgNP3Si, with ωB97M-V with the def2-TZVPD basis set.

```
104
Properties=species:S:1:pos:R:3:forces:R:3
Mg -0.1784 -0.6048 -0.6438 0.0533 -0.1873 -0.1027
C -3.1764 -3.9005 2.4180 -0.0442 -0.0618 0.0068
C -2.0197 -3.4038 1.5486 -0.0723 -0.1257 0.0321
C -0.7197 -4.1460 1.8812 0.0148 -0.0075 0.0170
P -1.6910 -1.5890 1.3713 0.3135 0.2325 0.1621
C -3.2982 -0.6824 1.3896 -0.1170 -0.0355 0.0459
C -4.1985 -1.1675 0.2531 -0.0510 -0.0194 -0.0358
C -4.0308 -0.6095 2.7271 -0.0286 0.0020 0.0389
C -0.8168 -0.9863 2.8859 -0.0707 -0.0427 0.0168
C -0.9318 -1.6667 4.1002 -0.0103 0.0009 -0.0262
C -0.2567 -1.2380 5.2321 0.0124 0.0020 0.0071
C 0.5456 -0.1085 5.1691 -0.0089 -0.0200 0.0084
C 0.6511 0.5893 3.9760 0.0204 0.0103 -0.0538
C -0.0191 0.1808 2.8195 -0.1575 -0.0340 0.0433
Si 0.0900 1.0771 1.1575 0.1636 0.0983 0.2199
C -1.3887 2.2565 1.1087 -0.0698 0.0961 -0.1869
C -1.8682 2.9369 2.2313 0.0341 -0.0650 -0.0089
C -3.0216 3.7038 2.1841 -0.0196 0.0071 0.0021
C -3.7348 3.7952 0.9979 -0.0077 0.0064 0.0391
C -3.2914 3.1215 -0.1294 0.0080 -0.0657 -0.0047
C -2.1273 2.3501 -0.0919 -0.0394 0.0727 0.0115
P -1.5521 1.4439 -1.5909 -0.0336 -0.0110 0.2488
C -3.0162 1.3908 -2.7200 -0.0582 0.0635 -0.1749
C -2.9295 0.1577 -3.6249 0.0703 -0.0087 -0.0167
C -3.3021 2.6291 -3.5744 -0.0512 0.0019 0.0011
C -0.2380 2.5626 -2.2577 0.0755 0.0733 -0.0313
C -0.5145 4.0637 -2.2143 -0.0042 0.0280 0.0077
C 0.2258 2.1212 -3.6443 0.0265 0.0214 -0.0886
C 1.6840 2.0858 0.9649 0.0651 0.0370 0.0052
C 1.8655 3.3284 1.5849 -0.0606 -0.0438 -0.0283
C 2.9721 4.1214 1.3328 0.0375 0.0323 0.0066
C 3.9354 3.6903 0.4312 -0.0303 0.0042 0.0180
C 3.7825 2.4684 -0.2010 -0.0341 -0.0041 -0.0493
C 2.6703 1.6578 0.0485 0.1768 -0.0422 0.0177
P 2.5160 0.0353 -0.8084 -0.2780 0.3162 -0.0295
C 3.4354 0.1981 -2.4187 0.2752 -0.1177 0.0375
C 4.9524 -0.0147 -2.4180 0.0530 0.0507 -0.0170
C 2.8311 -0.7886 -3.4232 -0.0382 -0.0578 -0.0056
C 3.4773 -1.1302 0.2659 -0.0230 -0.1244 0.0687
C 4.7984 -0.6112 0.8299 0.0214 0.0076 0.0282
C 2.5882 -1.5808 1.4286 0.0029 -0.0247 0.0155
H -3.2143 -4.9922 2.3773 0.0145 0.0089 -0.0165
H -4.1390 -3.5327 2.0677 0.0180 0.0092 0.0035
H -3.0783 -3.6226 3.4656 0.0275 0.0149 0.0059
H -2.2753 -3.6636 0.5140 -0.0076 0.0283 -0.0130
H -0.5185 -4.1349 2.9521 0.0023 0.0064 -0.0103
H 0.1526 -3.7050 1.3922 -0.0282 -0.0009 -0.0454
H -0.8012 -5.1898 1.5697 0.0064 -0.0036 0.0306
H -2.9792 0.3344 1.1496 -0.0096 0.0090 -0.0254
H -4.5759 -2.1767 0.4305 0.0077 0.0203 0.0016
H -3.6780 -1.1742 -0.7089 0.0299 0.0098 0.0102
H -5.0656 -0.5106 0.1556 0.0115 0.0007 0.0146
H -4.3925 -1.5802 3.0638 0.0071 -0.0091 -0.0183
H -4.8991 0.0461 2.6271 0.0120 0.0032 -0.0083
H -3.3943 -0.1955 3.5092 0.0217 -0.0016 -0.0137
H -1.5534 -2.5466 4.1772 -0.0161 0.0006 -0.0039
H -0.3595 -1.7859 6.1600 0.0039 -0.0002 -0.0064
H 1.0810 0.2288 6.0477 -0.0042 0.0026 -0.0061
H 1.2836 1.4706 3.9369 -0.0149 0.0045 -0.0104
H -1.3398 2.8378 3.1742 0.0151 0.0199 -0.0137
H -3.3699 4.2195 3.0701 -0.0003 -0.0035 -0.0061
H -4.6407 4.3856 0.9497 0.0017 -0.0063 -0.0040
H -3.8792 3.1976 -1.0330 0.0075 0.0022 -0.0093
H -3.8503 1.2377 -2.0270 -0.0121 -0.0159 -0.0032
H -2.1134 0.2569 -4.3452 -0.0048 -0.0030 0.0144
H -3.8551 0.0422 -4.1913 0.0051 0.0022 -0.0006
H -2.7639 -0.7598 -3.0569 -0.0170 0.0032 0.0223
H -2.5170 2.7865 -4.3136 -0.0268 -0.0119 0.0068
H -3.3991 3.5461 -2.9971 0.0088 -0.0096 0.0234
H -4.2346 2.4804 -4.1231 0.0002 0.0077 0.0075
H 0.5732 2.3677 -1.5443 0.0244 -0.0057 -0.0312
H -1.2622 4.3638 -2.9479 -0.0079 -0.0178 0.0046
H 0.4067 4.6027 -2.4482 -0.0032 -0.0108 -0.0024
H -0.8469 4.3903 -1.2295 -0.0030 -0.0138 0.0092
H -0.4886 2.4127 -4.4154 0.0270 0.0020 0.0225
H 0.3602 1.0424 -3.7191 0.0475 -0.1031 0.0394
H 1.1778 2.5954 -3.8933 -0.0093 0.0047 0.0173
H 1.1053 3.6949 2.2672 0.0046 -0.0178 0.0027
H 3.0819 5.0770 1.8298 -0.0058 -0.0040 -0.0038
H 4.8018 4.3035 0.2194 -0.0045 -0.0015 0.0031
H 4.5410 2.1520 -0.9042 -0.0299 0.0252 0.0339
H 3.2219 1.2230 -2.7382 -0.0717 -0.0175 -0.0622
H 5.2122 -0.9948 -2.0131 -0.0256 0.0025 -0.0390
H 5.5010 0.7351 -1.8515 -0.0087 -0.0357 -0.0062
H 5.3248 0.0178 -3.4441 -0.0157 0.0163 -0.0046
H 3.1260 -1.8122 -3.1700 0.0017 0.0169 0.0122
H 3.1975 -0.5863 -4.4314 0.0251 0.0087 0.0230
H 1.7430 -0.7631 -3.4463 -0.0738 0.0647 0.0029
H 3.6645 -1.9965 -0.3819 0.0495 0.0040 -0.0207
H 4.6267 0.2747 1.4429 -0.0071 0.0035 0.0082
H 5.5308 -0.3584 0.0677 -0.0404 0.0162 0.0145
H 5.2405 -1.3751 1.4740 0.0013 0.0019 -0.0098
H 2.3613 -0.7444 2.0919 0.0329 -0.0085 -0.0048
H 3.1029 -2.3384 2.0243 0.0017 -0.0027 -0.0093
H 1.6328 -2.0024 1.1047 0.0090 0.0144 -0.0432
C 2.7947 -4.8903 -2.1627 0.0311 -0.0245 0.0004
C 1.3573 -4.9317 -1.6438 -0.1640 0.2093 0.0715
C 0.7877 -3.5903 -1.4859 0.0194 -0.1888 -0.1006
N 0.3492 -2.5388 -1.3668 -0.0385 -0.0842 -0.0841
H 3.1651 -5.9082 -2.2630 0.0104 0.0056 0.0035
H 3.4430 -4.3560 -1.4701 0.0109 0.0074 0.0006
H 2.8489 -4.4088 -3.1376 -0.0155 0.0027 0.0052
H 1.2906 -5.4135 -0.6663 0.0387 -0.0176 -0.0017
H 0.6978 -5.4804 -2.3178 0.0142 -0.0051 -0.0230
```
Forces are in eV/Å.

Output
lowest unoccupied orbital energy: -2.0 eV
gap between HOMO and LUMO: 6.846 eV
net charge: +1
max |F|: 0.0082 Eh/bohr

These are the Mulliken partial charges, in e, on atoms 1 to 99: 2.54 -1.40 0.63 -1.19 0.10 2.88 -1.48 -1.58 0.91 -0.63 -0.97 -0.86 -0.02 -0.06 -0.67 0.14 -0.37 -0.95 -1.01 -0.65 0.79 -0.17 0.58 -1.52 -1.68 2.63 -1.68 -1.26 0.10 -0.18 -0.87 -0.97 -0.50 0.29 0.75 0.64 -1.73 -1.60 1.41 -1.65 -1.58 0.49 0.33 0.17 0.44 0.29 -0.01 0.48 -2.05 0.27 0.23 0.43 0.26 0.49 0.34 0.18 0.44 0.46 0.40 0.46 0.45 0.43 0.32 0.64 0.34 0.47 0.23 0.32 0.32 0.44 -1.77 0.31 0.48 0.35 0.32 0.07 0.41 0.42 0.44 0.43 0.22 0.53 0.36 0.32 0.46 0.34 0.50 0.10 0.07 0.25 0.36 0.51 0.19 0.69 -0.06 -1.06 -0.48 0.14 -0.70

=====

Computed, not measured: a structure of composition C39H60AsF6GeN4P3Rb in a non-equilibrium geometry, with ωB97M-V with the def2-TZVPD basis set.

```
115
Properties=species:S:1:pos:R:3:forces:R:3
Rb 0.1151 -1.2631 -2.9775 0.3360 -0.7418 0.6164
C 4.3130 0.6872 -1.3327 0.0152 0.0386 -0.0144
C 3.4428 1.5566 -2.2346 0.0491 -0.1168 0.0009
C 3.4621 1.0255 -3.6704 0.0018 0.0161 0.0250
P 1.7091 1.6722 -1.6232 0.0065 -0.0168 0.2173
C 1.7438 2.7165 -0.1016 -0.0091 -0.0156 0.0491
N 0.6286 2.2387 0.6937 -0.3459 0.4651 0.1026
Ge 0.2473 0.4702 0.6460 0.0070 0.1814 0.2021
N -1.4133 0.1895 1.3496 -0.3395 -0.6911 -0.1957
C -2.6812 0.5225 0.6863 0.1466 -0.0302 0.3779
P -2.7458 0.0279 -1.0870 0.0993 0.0943 -0.0797
C -3.4619 -1.6837 -1.2053 0.0117 -0.0342 0.0389
C -2.5020 -2.7361 -0.6574 -0.0573 0.0046 -0.0652
C -4.8644 -1.9222 -0.6501 0.0131 0.0187 0.0133
C -4.1822 1.0455 -1.7060 -0.0385 0.0431 0.0512
C -5.2323 1.3830 -0.6380 0.0008 0.0116 -0.0610
C -3.7714 2.3395 -2.4068 -0.0239 -0.0117 0.0076
C -1.4025 -0.4573 2.6195 0.0626 0.6048 -0.7077
C -2.2070 -1.5303 2.9632 -0.1863 -0.1920 0.2323
C -2.0340 -2.1525 4.1940 -0.0211 0.0754 -0.1100
C -1.0461 -1.7132 5.0650 0.0620 0.0850 0.0116
C -0.2779 -0.6008 4.7414 -0.0357 -0.1236 0.2006
C -0.4833 0.0522 3.5394 0.2401 0.1761 0.2527
N 0.2558 1.2157 3.1859 -0.0547 -0.2235 -0.2749
C -0.3874 2.4424 2.8677 -0.0503 0.0804 -0.0499
C -1.2454 3.0723 3.7525 -0.0493 0.0737 0.0276
C -1.7871 4.3107 3.4308 0.0091 -0.0508 0.0348
C -1.4555 4.9205 2.2296 0.0479 -0.0301 -0.0644
C -0.6322 4.2747 1.3157 -0.0460 0.0357 0.0840
C -0.1157 3.0200 1.6135 0.2487 -0.1637 -0.1024
C 1.6721 1.2130 3.2175 0.0911 -0.0063 0.0596
C 2.3786 2.0915 4.0230 -0.0612 0.0463 0.0557
C 3.7648 2.0870 4.0243 0.0102 0.0136 0.0380
C 4.4446 1.1884 3.2174 -0.0612 -0.0519 -0.0509
C 3.7462 0.3262 2.3811 0.0925 0.0517 0.0576
C 2.3522 0.3452 2.3530 0.0179 -0.2249 -0.0349
N 1.5816 -0.4855 1.4978 0.4109 0.0184 0.0333
C 2.3024 -1.5979 0.9014 -0.0570 0.0518 0.1105
P 1.1735 -2.7191 0.0124 -0.0473 -0.0322 -0.2235
C 0.2887 -3.6262 1.3626 0.0207 -0.0097 0.0257
C 1.0480 -3.8230 2.6728 -0.0401 -0.0029 0.0055
C -0.2917 -4.9392 0.8309 0.0309 0.0058 0.0267
C 2.4594 -3.8087 -0.7829 -0.0407 -0.0714 0.0245
C 3.2866 -4.6843 0.1581 0.0258 0.0117 -0.0319
C 1.8960 -4.6315 -1.9455 0.0405 0.0349 0.0578
C 0.8659 2.7176 -2.8772 -0.0732 -0.0048 0.0177
C 1.6499 3.9745 -3.2536 -0.0001 0.0020 -0.0296
C -0.5321 3.0714 -2.3869 0.0190 0.0280 0.0040
H 5.3469 0.7129 -1.6813 -0.0063 0.0106 0.0196
H 3.9822 -0.3532 -1.3758 0.0188 0.0041 -0.0078
H 4.3010 1.0153 -0.2922 -0.0071 -0.0192 0.0051
H 3.8342 2.5780 -2.2199 -0.0002 0.0178 -0.0162
H 3.0552 0.0112 -3.7191 0.0128 -0.0027 0.0047
H 4.4910 0.9787 -4.0299 -0.0061 -0.0084 0.0119
H 2.8909 1.6388 -4.3641 0.0057 -0.0166 -0.0053
H 1.6398 3.7763 -0.3377 -0.0527 0.0046 -0.0659
H 2.7043 2.5808 0.4126 -0.0227 0.0146 0.0381
H -2.8091 1.6120 0.6951 -0.0008 -0.0002 -0.0082
H -3.5020 0.1113 1.2764 0.0471 -0.0275 0.0027
H -3.5084 -1.8117 -2.2952 -0.0038 0.0136 -0.0058
H -2.4286 -2.6832 0.4290 0.0027 -0.0042 0.0026
H -1.4899 -2.6307 -1.0492 0.0035 -0.0057 0.0239
H -2.8625 -3.7347 -0.9127 0.0078 -0.0004 0.0081
H -4.9185 -1.7081 0.4211 0.0061 -0.0035 -0.0126
H -5.1297 -2.9730 -0.7858 -0.0114 0.0097 0.0127
H -5.6201 -1.3279 -1.1585 -0.0056 0.0167 0.0129
H -4.6299 0.3915 -2.4618 -0.0300 0.0029 0.0192
H -4.8629 2.1664 0.0268 -0.0127 0.0020 -0.0082
H -5.5395 0.5394 -0.0254 0.0064 -0.0362 0.0027
H -6.1229 1.7785 -1.1304 -0.0022 -0.0044 0.0209
H -3.2672 3.0205 -1.7157 0.0033 -0.0106 -0.0057
H -4.6697 2.8480 -2.7637 0.0158 0.0044 0.0051
H -3.1262 2.1567 -3.2603 0.0493 -0.0099 -0.0219
H -2.9677 -1.8888 2.2809 0.0369 0.0140 -0.0067
H -2.6669 -2.9862 4.4680 0.0068 -0.0092 -0.0150
H -0.8965 -2.2174 6.0104 0.0069 0.0250 0.0006
H 0.4682 -0.2190 5.4278 -0.0136 -0.0171 0.0110
H -1.4635 2.5975 4.7015 -0.0029 0.0121 0.0004
H -2.4446 4.8095 4.1299 0.0040 -0.0067 -0.0041
H -1.8509 5.8981 1.9878 -0.0065 -0.0054 0.0174
H -0.4088 4.7492 0.3694 0.0090 -0.0272 -0.0209
H 1.8226 2.7739 4.6546 0.0200 -0.0017 0.0061
H 4.3094 2.7642 4.6680 -0.0117 0.0051 -0.0062
H 5.5262 1.1568 3.2275 -0.0100 0.0009 0.0031
H 4.3052 -0.3523 1.7523 -0.0367 -0.0146 -0.0197
H 2.8336 -2.1227 1.6976 0.0061 -0.0085 0.0163
H 3.0533 -1.2735 0.1742 0.0211 0.0388 0.0105
H -0.5464 -2.9527 1.5818 0.0148 -0.0309 -0.0357
H 1.9487 -4.4230 2.5474 0.0026 -0.0084 -0.0001
H 0.4000 -4.3426 3.3826 0.0131 0.0099 0.0046
H 1.3182 -2.8684 3.1271 0.0039 -0.0071 0.0038
H 0.4871 -5.6937 0.7112 -0.0128 0.0015 0.0023
H -0.7890 -4.8144 -0.1321 -0.0070 -0.0007 0.0000
H -1.0240 -5.3351 1.5364 0.0002 0.0019 0.0020
H 3.1353 -3.0623 -1.2204 0.0003 0.0218 -0.0062
H 2.6840 -5.4813 0.5932 0.0027 0.0031 0.0018
H 3.7366 -4.1138 0.9708 0.0022 -0.0079 0.0024
H 4.0961 -5.1569 -0.4022 -0.0007 -0.0025 0.0175
H 1.1886 -5.3896 -1.6090 -0.0111 0.0260 0.0071
H 2.7084 -5.1448 -2.4627 -0.0115 -0.0135 0.0106
H 1.3957 -4.0005 -2.6825 -0.0605 -0.0409 -0.0093
H 0.7669 2.0847 -3.7611 -0.0090 -0.0064 0.0087
H 1.7590 4.6519 -2.4035 0.0063 -0.0059 0.0010
H 1.0949 4.5077 -4.0274 0.0035 0.0045 0.0160
H 2.6408 3.7607 -3.6517 -0.0190 0.0141 -0.0143
H -0.4943 3.8009 -1.5761 0.0069 0.0124 -0.0025
H -1.0665 2.1923 -2.0333 -0.0489 -0.0243 -0.0165
H -1.1058 3.5026 -3.2072 0.0034 0.0003 0.0050
F -1.5419 0.4655 -3.8435 -0.2202 0.2867 -0.1525
As -1.1390 0.3120 -5.5627 -0.1699 0.2246 -0.4293
F -1.0003 2.0213 -5.6403 0.0147 0.1945 -0.0063
F 0.5603 0.2472 -5.0460 0.0772 0.0321 -0.1762
F -0.6516 0.0975 -7.1766 0.0125 -0.0112 -0.1242
F -1.2156 -1.4223 -5.3123 0.0596 -0.0672 -0.0521
F -2.8001 0.3509 -5.9419 -0.1791 0.0136 -0.0494
```
Forces are in eV/Å.

Output
lowest unoccupied orbital energy: -4.4 eV
gap between HOMO and LUMO: 6.158 eV
energy relative to the best compared isomer or geometry (same formula, charge and spin): 30.8 kcal per mole
net charge: +1
max |F|: 0.0199 Eh/bohr

These are the Mulliken partial charges, in e, on atoms 1 to 99: 0.88 -1.40 0.17 -1.40 1.47 -1.53 1.70 -3.01 1.80 -1.52 0.43 0.45 -1.20 -1.66 0.37 -1.77 -1.12 0.56 -0.01 -0.86 -1.11 -0.45 -0.32 0.53 -0.03 -0.50 -0.99 -0.87 -0.75 0.65 -0.54 -0.57 -0.96 -0.90 -0.59 0.59 1.57 -1.68 0.90 2.81 -1.55 -1.82 0.83 -1.65 -1.35 1.03 -1.80 -1.98 0.53 0.11 0.38 0.71 0.18 0.50 0.32 0.74 0.33 0.21 0.73 0.66 0.25 -0.11 0.65 0.25 0.48 0.43 0.66 0.37 0.34 0.46 0.19 0.56 -0.02 0.30 0.50 0.46 0.52 0.52 0.47 0.47 0.34 0.53 0.46 0.44 0.55 1.02 -0.40 -2.00 0.21 0.50 0.22 0.39 0.35 0.39 0.30 0.25 0.30 0.53 0.28

=====

Q: Look up the max |F| of the first one.
A: 0.0082 Eh/bohr